{
  "formula": "C32H84N4O16",
  "method": "the ωB97M-V functional and the def2-TZVPD basis",
  "orbital_gap_ev": 8.63,
  "total_energy_ev": -73251.6886,
  "smiles": "COCCNCCOC.COCCNCCOC.COCCNCCOC.COCCNCCOC.OCCO.OCCO.OCCO.OCCO",
  "mol_weight_g_mol": 781.04,
  "de_lowest_kcal_mol": 166.6,
  "fmax_ev_per_a": 4.17,
  "elements": ["C", "O", "C", "C", "N", "C", "C", "O", "C", "H", "H", "H", "H", "H", "H", "H", "H", "H", "H", "H", "H", "H", "H", "H", "C", "O", "C", "C", "N", "C", "C", "O", "C", "H", "H", "H", "H", "H", "H", "H", "H", "H", "H", "H", "H", "H", "H", "H", "C", "O", "C", "C", "N", "C", "C", "O", "C", "H", "H", "H", "H", "H", "H", "H", "H", "H", "H", "H", "H", "H", "H", "H", "C", "O", "C", "C", "N", "C", "C", "O", "C", "H", "H", "H", "H", "H", "H", "H", "H", "H", "H", "H", "H", "H", "H", "H", "C", "C", "O", "O", "H", "H", "H", "H", "H", "H", "C", "C", "O", "O", "H", "H", "H", "H", "H", "H", "C", "C", "O", "O", "H", "H", "H", "H", "H", "H", "C", "C", "O", "O", "H", "H", "H", "H", "H", "H"],
  "xyz": [[1.79087, 5.10688, -2.50555], [2.92209, 5.29622, -3.29278], [3.52694, 6.56212, -3.45697], [4.16652, 6.66594, -4.81262], [5.62867, 6.48301, -4.71346], [6.32414, 6.63267, -5.96692], [6.93481, 5.39307, -6.62240], [7.73949, 4.51978, -5.83100], [7.84907, 3.15043, -6.33647], [1.08196, 4.48007, -3.04653], [1.38289, 6.03220, -2.09883], [2.16458, 4.41210, -1.75342], [4.30259, 6.69368, -2.70257], [2.85319, 7.41383, -3.36339], [3.93820, 7.64318, -5.23803], [3.72442, 6.03625, -5.58473], [5.85976, 5.71166, -4.10378], [7.06502, 7.43217, -5.96912], [5.74451, 7.21438, -6.68367], [7.63539, 5.77372, -7.36566], [6.07593, 4.83525, -6.99555], [8.56641, 2.47546, -5.86966], [8.48170, 3.11237, -7.22329], [6.97824, 2.50066, -6.42323], [-8.44260, 6.79139, 3.26788], [-8.99531, 5.57066, 2.81004], [-10.09839, 5.74620, 1.97107], [-10.51235, 4.46875, 1.15349], [-9.50191, 4.06426, 0.15459], [-9.65783, 2.67761, -0.41224], [-8.39207, 1.87237, -0.08767], [-8.36079, 1.47786, 1.25651], [-7.35053, 0.45563, 1.55453], [-8.01664, 7.20015, 2.35160], [-7.56759, 6.65451, 3.90327], [-9.20094, 7.51563, 3.56534], [-10.02091, 6.60146, 1.29979], [-10.81555, 5.97608, 2.75907], [-11.45089, 4.81232, 0.71852], [-10.81319, 3.68549, 1.84926], [-8.72707, 4.07931, 0.80229], [-9.68188, 2.61916, -1.50041], [-10.48059, 2.04242, -0.08408], [-7.44157, 2.39160, -0.21035], [-8.34746, 0.90560, -0.58913], [-7.36547, -0.44447, 0.93996], [-7.57792, 0.07386, 2.54985], [-6.37226, 0.92992, 1.47623], [1.46907, 3.22415, 4.96022], [0.25151, 2.85391, 5.65116], [0.41310, 1.79873, 6.55564], [-0.95953, 1.40047, 7.14925], [-1.81479, 0.53673, 6.31231], [-3.02082, 0.05283, 7.14044], [-4.01642, 1.22857, 7.49489], [-4.86778, 1.50596, 6.35318], [-6.06399, 2.25538, 6.55586], [1.32602, 4.17021, 4.43810], [1.74634, 2.43521, 4.26108], [2.25166, 3.36097, 5.70648], [0.92501, 2.19530, 7.43244], [0.89026, 1.02248, 5.95743], [-1.46778, 2.31890, 7.44293], [-0.66887, 0.94273, 8.09481], [-2.14356, 1.06928, 5.51958], [-2.57271, -0.41883, 8.01499], [-3.65700, -0.68294, 6.64847], [-3.52320, 2.15490, 7.78946], [-4.49554, 0.69717, 8.31716], [-6.73159, 2.11433, 5.70585], [-6.00127, 3.32567, 6.75242], [-6.54769, 1.87366, 7.45498], [5.97444, -5.04851, -4.41479], [5.28310, -5.61236, -3.20638], [6.07079, -5.59795, -2.05849], [6.08787, -4.47058, -1.07773], [7.02166, -3.42505, -1.38403], [8.41732, -3.93834, -1.42875], [9.08897, -4.30347, -0.04944], [10.54894, -4.26353, -0.22480], [11.18928, -4.20490, 0.97466], [5.29458, -4.89983, -5.25371], [6.84817, -5.54688, -4.83470], [6.36020, -4.04362, -4.24303], [7.13135, -5.80313, -2.20423], [5.71000, -6.40685, -1.42317], [6.45402, -4.86291, -0.12899], [5.09014, -4.03709, -1.00889], [6.75548, -2.95388, -2.23682], [8.93957, -3.04105, -1.76075], [8.90441, -4.53268, -2.20179], [8.72644, -5.23845, 0.37773], [8.76436, -3.57735, 0.69588], [11.33876, -5.20317, 1.38601], [10.83109, -3.43479, 1.65783], [12.18573, -3.94894, 0.61456], [-0.96610, -2.42550, 1.22647], [-0.85722, -1.53271, -0.07273], [-0.34686, -2.32663, -1.21434], [0.16380, -3.32881, 1.28006], [-1.95761, -2.86892, 1.31797], [-0.91780, -1.63915, 1.97974], [-0.12045, -0.73327, 0.00585], [-1.82175, -1.23716, -0.48554], [0.47857, -2.74956, -0.96660], [0.03026, -4.00683, 1.94645], [-0.42016, 0.88218, -7.32111], [0.93374, 0.75020, -6.56971], [1.07088, -0.50187, -5.86123], [-1.49362, 0.75873, -6.36098], [-0.50215, 0.06368, -8.03626], [-0.62728, 1.84743, -7.78316], [1.07632, 1.47782, -5.77075], [1.80274, 0.88729, -7.21327], [0.29838, -0.53497, -5.29226], [-2.09539, 0.01263, -6.41420], [-2.65095, -7.08847, -3.82235], [-1.13889, -7.33007, -3.85415], [-0.80115, -8.48786, -4.60873], [-3.10510, -6.80470, -5.23684], [-2.87468, -6.28942, -3.11556], [-3.16064, -7.98900, -3.47974], [-0.71797, -7.49250, -2.86192], [-0.53370, -6.52963, -4.27975], [0.15826, -8.45627, -4.62084], [-2.55760, -7.47703, -5.64896], [-2.67424, -6.01555, 7.15515], [-2.00365, -5.42547, 5.92455], [-1.36879, -6.52877, 5.18302], [-2.74321, -7.45446, 7.12994], [-3.73427, -5.76323, 7.18325], [-2.14927, -5.76300, 8.07640], [-1.19368, -4.73437, 6.15780], [-2.62524, -4.90088, 5.19893], [-1.65763, -7.33208, 5.62218], [-3.47872, -7.71713, 7.68816]]
}


{
  "formula": "C32H84N4O5",
  "method": "the ωB97M-V functional and the def2-TZVPD basis",
  "orbital_gap_ev": 7.43,
  "total_energy_ev": -50715.9142,
  "mol_weight_g_mol": 605.05,
  "fmax_ev_per_a": 8.07,
  "elements": ["C", "C", "N", "C", "C", "C", "C", "H", "H", "H", "H", "H", "H", "H", "H", "H", "H", "H", "H", "H", "H", "H", "C", "C", "N", "C", "C", "C", "C", "H", "H", "H", "H", "H", "H", "H", "H", "H", "H", "H", "H", "H", "H", "H", "C", "C", "N", "C", "C", "C", "C", "H", "H", "H", "H", "H", "H", "H", "H", "H", "H", "H", "H", "H", "H", "H", "C", "C", "N", "C", "C", "C", "C", "H", "H", "H", "H", "H", "H", "H", "H", "H", "H", "H", "H", "H", "H", "H", "C", "O", "H", "H", "H", "H", "C", "O", "H", "H", "H", "H", "C", "O", "H", "H", "H", "H", "C", "O", "H", "H", "H", "H", "C", "C", "C", "O", "C", "H", "H", "H", "H", "H", "H", "H", "H"],
  "xyz": [[2.43237, 5.14565, -0.48871], [1.27694, 5.24037, 0.47053], [0.16070, 4.33689, 0.22052], [-1.03153, 4.57105, 1.06492], [-1.80139, 5.81246, 0.64943], [0.52886, 2.93083, 0.26604], [0.63982, 2.29885, 1.69108], [2.21402, 5.33177, -1.54026], [2.96256, 4.19343, -0.50556], [3.08491, 5.98312, -0.24186], [1.60286, 5.17801, 1.50879], [0.95933, 6.27380, 0.33180], [-1.69335, 3.72083, 0.89987], [-0.74668, 4.43761, 2.10855], [-1.43665, 6.15332, -0.31953], [-2.88498, 5.69442, 0.64860], [-1.51081, 6.61101, 1.33207], [1.45467, 2.81177, -0.29682], [-0.21321, 2.42698, -0.35329], [0.97279, 1.27351, 1.53013], [-0.36346, 2.29026, 2.11706], [1.13874, 2.91049, 2.44279], [4.23858, -2.47594, -1.18845], [4.17695, -1.36641, -0.08994], [4.07802, -0.01715, -0.48220], [3.48407, 0.84303, 0.62463], [3.02179, 2.33628, 0.29734], [5.37731, 0.42790, -1.05336], [5.41304, 0.46677, -2.64633], [3.51136, -3.26395, -0.99275], [5.04549, -3.20873, -1.18494], [3.90170, -2.14397, -2.17050], [3.29872, -1.64258, 0.49363], [5.03526, -1.31981, 0.58030], [2.56216, 0.41064, 1.01351], [4.04263, 0.85939, 1.56049], [2.67053, 2.83020, 1.20329], [3.79778, 2.81898, -0.29677], [2.15085, 2.29730, -0.35691], [6.14043, -0.31093, -0.80865], [5.68538, 1.42216, -0.72989], [4.66687, 1.00197, -3.23360], [5.22862, -0.53594, -3.03191], [6.41298, 0.71099, -3.00488], [-0.89687, 0.47584, -2.66909], [-2.16898, 0.34909, -1.69147], [-3.18943, 1.22512, -2.03122], [-4.02388, 1.28995, -0.84955], [-3.53585, 2.40957, 0.02840], [-3.85496, 0.94863, -3.31165], [-4.71987, 2.06532, -3.89636], [-0.72318, -0.42493, -3.25776], [-0.18147, 0.33904, -1.85816], [-0.76198, 1.37059, -3.27681], [-2.53831, -0.67615, -1.71560], [-1.79592, 0.68938, -0.72548], [-5.01521, 1.35257, -1.29838], [-4.25129, 0.32762, -0.39096], [-3.89819, 2.24152, 1.04257], [-2.45979, 2.57953, 0.06466], [-3.91963, 3.34191, -0.38579], [-4.57283, 0.17913, -3.02764], [-3.18503, 0.57153, -4.08437], [-4.11666, 2.97314, -3.90589], [-5.61687, 2.26669, -3.31075], [-4.95386, 1.84118, -4.93708], [-2.78139, -6.46328, 0.98414], [-3.10724, -5.16179, 1.82341], [-2.90674, -3.85732, 1.10510], [-1.73262, -3.64749, 0.35678], [-0.33391, -4.11021, 0.90588], [-3.42559, -2.64329, 1.79742], [-2.60681, -2.34796, 2.95281], [-1.79791, -6.92603, 0.90197], [-3.08875, -6.15387, -0.01481], [-3.45944, -7.29399, 1.17975], [-4.13530, -5.18853, 2.18463], [-2.52822, -5.19359, 2.74635], [-1.60089, -2.61796, 0.02388], [-1.81284, -4.06450, -0.64710], [0.07562, -3.65639, 1.80833], [0.39276, -3.92839, 0.11407], [-0.40468, -5.19784, 0.91855], [-3.41580, -1.75805, 1.16152], [-4.46821, -2.61902, 2.11433], [-1.55005, -2.13865, 2.78687], [-3.01103, -1.35348, 3.14181], [-2.82206, -2.95200, 3.83423], [-1.29030, -2.24060, -2.22309], [-1.52364, -3.39076, -2.98658], [-1.12160, -1.34749, -2.82474], [-2.03912, -1.94590, -1.48789], [-0.32125, -2.37836, -1.74341], [-0.98042, -4.06578, -2.57322], [-1.65738, 0.39953, 2.03955], [-1.96043, 0.69793, 3.38490], [-2.25371, 1.05269, 1.40247], [-0.60320, 0.64145, 1.90427], [-1.79930, -0.66634, 1.86103], [-2.27897, 1.60329, 3.36374], [2.45270, 0.41379, -2.53547], [2.49512, -0.78023, -1.82830], [2.96875, 1.25874, -2.07955], [2.70674, 0.17134, -3.56735], [1.41239, 0.71056, -2.66891], [3.28631, -0.75597, -1.28514], [2.03107, -1.77745, 3.78649], [2.86081, -2.55734, 2.92630], [2.00749, -0.73301, 3.47555], [1.05126, -2.25432, 3.76043], [2.22482, -1.83467, 4.85761], [3.70498, -2.62494, 3.37840], [1.28265, -0.95424, 1.22427], [0.96956, 0.06514, 0.12154], [0.17604, -0.94758, -0.73008], [-0.65260, -1.76390, 0.17106], [-0.00621, -1.70268, 1.43207], [1.59296, -0.52012, 2.17472], [2.13248, -1.56499, 0.91951], [1.80782, 0.54462, -0.38394], [0.36843, 0.78782, 0.67334], [0.89028, -1.56236, -1.27782], [-0.42601, -0.47359, -1.50529], [0.29209, -2.60760, 1.96145], [-0.58650, -1.12593, 2.15229]]
}


{
  "formula": "C32H84N6P",
  "method": "the ωB97M-V functional and the def2-TZVPD basis",
  "orbital_gap_ev": 5.53,
  "total_energy_ev": -52766.9345,
  "total_charge": 1,
  "mol_weight_g_mol": 584.04,
  "fmax_ev_per_a": 0.48,
  "elements": ["N", "C", "C", "P", "H", "H", "H", "H", "H", "H", "H", "H", "H", "C", "C", "N", "C", "C", "C", "C", "H", "H", "H", "H", "H", "H", "H", "H", "H", "H", "H", "H", "H", "H", "H", "C", "C", "N", "C", "C", "C", "C", "H", "H", "H", "H", "H", "H", "H", "H", "H", "H", "H", "H", "H", "H", "H", "C", "C", "N", "C", "C", "C", "C", "H", "H", "H", "H", "H", "H", "H", "H", "H", "H", "H", "H", "H", "H", "H", "C", "C", "N", "C", "C", "C", "C", "H", "H", "H", "H", "H", "H", "H", "H", "H", "H", "H", "H", "H", "H", "H", "C", "C", "N", "C", "C", "C", "C", "H", "H", "H", "H", "H", "H", "H", "H", "H", "H", "H", "H", "H", "H", "H"],
  "xyz": [[-6.66976, -3.58032, -6.07432], [-5.28403, -3.98509, -6.03493], [-4.25429, -2.85587, -6.27617], [-4.45534, -2.12194, -7.90619], [-7.17578, -3.87758, -6.89404], [-6.85261, -2.60860, -5.86962], [-5.11376, -4.76652, -6.77242], [-5.03872, -4.38743, -5.05327], [-3.25419, -3.27973, -6.21607], [-4.36484, -2.07902, -5.52344], [-5.65414, -2.50208, -8.49831], [-3.43303, -2.52156, -8.75909], [-4.45533, -0.73158, -7.85744], [-0.12704, -0.92478, -5.84363], [0.57075, -1.39584, -4.57607], [-0.18312, -1.10444, -3.37042], [0.58925, -1.28256, -2.14908], [1.08077, -2.69404, -1.80985], [-1.54043, -1.60278, -3.34976], [-1.75258, -3.11305, -3.52728], [-0.37174, 0.13706, -5.77939], [0.52737, -1.07383, -6.70332], [-1.04963, -1.48258, -6.03346], [1.52444, -0.86741, -4.49460], [0.81927, -2.46415, -4.68185], [-0.00575, -0.89675, -1.31621], [1.45735, -0.62035, -2.22372], [0.27631, -3.33344, -1.44539], [1.82608, -2.63424, -1.01710], [1.55397, -3.18741, -2.65974], [-2.09524, -1.07997, -4.13749], [-2.00295, -1.27929, -2.41436], [-1.12522, -3.52250, -4.32211], [-2.79815, -3.30405, -3.79190], [-1.55249, -3.67352, -2.61660], [-3.61323, -2.81180, -0.19956], [-4.26274, -2.20303, 1.03374], [-3.60016, -0.99667, 1.49221], [-4.03281, -0.56628, 2.81109], [-5.48996, -0.12431, 2.98516], [-3.43762, 0.04893, 0.49913], [-4.69623, 0.58570, -0.19581], [-2.55161, -3.00314, -0.02931], [-4.09699, -3.75959, -0.44110], [-3.71009, -2.16214, -1.07164], [-4.21281, -2.92913, 1.84914], [-5.33432, -2.04976, 0.82375], [-3.37101, 0.24427, 3.12816], [-3.83737, -1.39646, 3.49668], [-5.67807, 0.85463, 2.54556], [-5.72430, -0.05131, 4.04816], [-6.18838, -0.83748, 2.54573], [-2.75217, -0.32194, -0.26991], [-2.90537, 0.87355, 0.97896], [-5.36182, -0.22148, -0.50794], [-4.41222, 1.14339, -1.09102], [-5.26509, 1.26143, 0.44035], [1.64322, 5.31924, -6.29107], [1.67842, 4.65557, -4.92332], [1.36570, 3.23619, -4.96712], [1.12060, 2.66169, -3.65444], [2.27887, 2.62396, -2.64953], [2.18883, 2.44431, -5.86504], [3.70744, 2.44415, -5.64297], [0.68483, 5.14302, -6.78154], [1.77942, 6.39521, -6.18095], [2.43675, 4.95799, -6.94574], [0.92463, 5.12632, -4.28683], [2.65193, 4.86514, -4.45305], [0.73900, 1.64460, -3.79654], [0.29682, 3.22571, -3.20616], [3.01342, 1.85782, -2.89668], [1.89247, 2.39068, -1.65525], [2.79440, 3.58218, -2.58250], [1.99258, 2.78158, -6.88552], [1.81758, 1.41537, -5.82527], [4.08963, 3.44921, -5.46175], [4.21019, 2.06138, -6.53306], [4.00550, 1.81477, -4.80595], [-0.21764, -1.05493, 1.94495], [1.22467, -1.53322, 1.91900], [2.15902, -0.58296, 2.49116], [3.54844, -0.89400, 2.20504], [4.13601, -2.18708, 2.78275], [1.86672, -0.16030, 3.85082], [1.77110, -1.23919, 4.93818], [-0.31275, -0.07915, 1.46393], [-0.85684, -1.76006, 1.41264], [-0.61185, -0.97642, 2.95861], [1.51237, -1.66989, 0.87392], [1.27793, -2.52828, 2.39104], [4.15396, -0.04641, 2.53696], [3.64997, -0.92491, 1.11485], [4.31821, -2.11207, 3.85381], [5.09475, -2.39842, 2.30575], [3.48608, -3.04509, 2.60613], [0.92534, 0.39422, 3.83433], [2.62393, 0.57214, 4.13746], [1.18680, -2.09953, 4.60805], [1.27451, -0.82873, 5.81999], [2.74948, -1.59752, 5.25566], [4.61261, 3.53337, 10.03076], [3.98845, 3.48679, 8.64486], [4.04273, 2.16758, 8.03931], [3.71991, 2.16678, 6.62557], [2.29950, 2.56342, 6.20424], [3.46401, 1.08905, 8.82340], [1.99126, 1.21026, 9.23769], [5.63385, 3.15173, 10.00684], [4.63868, 4.56336, 10.38768], [4.04515, 2.95217, 10.75803], [4.54552, 4.16049, 7.98814], [2.96443, 3.89054, 8.70325], [3.94107, 1.16751, 6.23674], [4.42685, 2.84162, 6.13280], [1.57506, 1.78076, 6.42916], [2.27209, 2.72860, 5.12532], [1.96986, 3.48625, 6.68234], [4.06602, 0.97179, 9.72679], [3.60812, 0.16378, 8.25931], [1.75812, 2.20612, 9.61714], [1.77436, 0.49900, 10.03658], [1.30887, 0.99462, 8.41635]]
}